Formula: C21H23N3O4S
Source: the OMol25 dataset
Level of theory: ωB97M-V with the def2-TZVPD basis set

Calculated values
energy above the lowest of the compared OMol25 structures with the same formula, charge and spin = 234.78 kJ/mol
electronic energy = -45645.4433 eV
E_HOMO = -0.296 Eh
HOMO-LUMO gap = 0.321 Ha

The geometry in XYZ format:
```
52
C21H23N3O4S, DFT ωB97M-V with the def2-TZVPD basis set
C 7.3066 -2.3754 -3.8823
O 7.3317 -1.2731 -3.0105
C 6.3460 -1.1658 -2.0716
C 6.4245 -0.0567 -1.2261
C 5.4806 0.1449 -0.2481
C 4.4235 -0.7531 -0.0775
O 3.5616 -0.4505 0.9383
C 2.4161 -1.2517 1.1632
C 1.9182 -0.9295 2.5761
C 1.3946 0.5044 2.6477
N 0.3570 0.7077 1.6566
C -0.9290 0.8311 2.0543
O -1.2364 0.8802 3.2315
C -1.9742 0.9377 0.9515
C -3.3611 1.1283 1.5576
C -4.3979 1.1400 0.5041
N -4.2342 0.9480 -0.7646
N -5.4458 1.0426 -1.3458
C -6.3019 1.2898 -0.4013
C -7.7201 1.4716 -0.5375
C -8.6009 1.7296 0.5496
C -9.8861 1.8581 0.1463
S -10.0544 1.6707 -1.5581
C -8.3760 1.4137 -1.7375
O -5.6957 1.3652 0.8108
C 0.8331 0.4987 0.3102
C 1.3104 -0.9466 0.1409
C 4.3443 -1.8533 -0.9172
C 5.2987 -2.0586 -1.9048
H 8.1742 -2.2592 -4.5300
H 6.3984 -2.3851 -4.4943
H 7.3873 -3.3222 -3.3377
H 7.2415 0.6340 -1.3594
H 5.5400 0.9975 0.4095
H 2.6891 -2.3163 1.1164
H 2.7379 -1.0532 3.2835
H 1.1196 -1.6251 2.8372
H 0.9650 0.7083 3.6292
H 2.2136 1.2017 2.4505
H -1.9731 0.0311 0.3448
H -1.7460 1.7811 0.2986
H -3.5709 0.3236 2.2680
H -3.4037 2.0621 2.1239
H -8.2714 1.8104 1.5694
H -10.7543 2.0530 0.7431
H -7.9430 1.2339 -2.7001
H 0.0614 0.7298 -0.4206
H 1.6841 1.1692 0.1434
H 1.6876 -1.0829 -0.8733
H 0.4796 -1.6354 0.3019
H 3.5490 -2.5764 -0.8241
H 5.2007 -2.9279 -2.5357
```

Formula: C39H57F3O7
Source: the OMol25 dataset
Level of theory: ωB97M-V with the def2-TZVPD basis set

Calculated values
energy above the lowest of the compared OMol25 structures with the same formula, charge and spin = 57.16 kJ/mol
electronic energy = -63848.7334 eV
E_HOMO = -0.332 Eh
HOMO-LUMO gap = 0.337 Ha

The geometry in XYZ format:
```
106
C39H57F3O7, DFT ωB97M-V with the def2-TZVPD basis set
F 21.2599 12.4985 -8.9111
C 20.0772 13.1510 -8.9472
C 19.1166 12.7126 -9.8292
C 17.8312 13.2865 -9.7604
C 17.5502 14.2611 -8.8726
C 18.5970 14.8291 -8.0885
C 19.9097 14.2906 -8.1276
H 19.2226 11.7938 -10.3869
H 17.0918 12.8598 -10.4220
H 16.5124 14.5258 -8.7334
H 18.2332 15.5565 -7.3779
H 20.7223 14.5189 -7.4539
F 18.8835 5.0194 -3.7581
C 19.2145 6.2753 -4.0014
C 18.7106 7.1880 -3.0946
C 18.9623 8.5240 -3.3951
C 19.7878 8.8690 -4.5160
C 20.1475 7.8844 -5.4508
C 19.9434 6.5199 -5.1301
H 18.0978 6.8528 -2.2709
H 18.5925 9.3665 -2.8296
H 20.0237 9.8957 -4.7540
H 20.5813 8.1375 -6.4070
H 20.2808 5.7883 -5.8494
F 14.9305 7.6730 -15.6291
C 14.9109 6.3275 -15.9122
C 15.8817 5.5162 -15.3403
C 15.8145 4.1112 -15.5394
C 14.7384 3.6286 -16.2483
C 13.7429 4.4280 -16.7116
C 13.8092 5.7810 -16.5451
H 16.7529 6.0182 -14.9461
H 16.5537 3.5104 -15.0304
H 14.5651 2.5683 -16.3587
H 12.9099 4.0505 -17.2861
H 13.0532 6.4861 -16.8576
C 30.7356 5.6721 -13.4916
C 30.6370 6.7263 -12.3424
C 31.4619 7.9954 -12.5051
O 29.8855 6.5289 -11.4087
H 31.7732 5.3418 -13.5406
H 30.4336 6.0737 -14.4589
H 30.1927 4.7594 -13.2464
H 30.9486 8.7869 -11.9590
H 31.6806 8.1896 -13.5552
H 32.4371 7.7220 -12.1021
C 22.8278 4.6158 -13.3354
C 22.8244 5.7052 -12.2221
C 24.1774 6.0614 -11.6916
O 21.7942 6.1827 -11.6986
H 23.3784 3.7413 -12.9889
H 23.3239 5.0247 -14.2156
H 21.8078 4.3284 -13.5904
H 24.1408 7.1412 -11.5473
H 24.9659 5.7390 -12.3716
H 24.2344 5.5740 -10.7183
C 20.0160 7.9923 -19.2510
C 20.3089 9.1680 -20.1058
C 19.2923 9.5384 -21.1930
O 21.2840 9.8386 -20.0276
H 19.3885 8.3724 -18.4449
H 20.9432 7.6003 -18.8329
H 19.3178 7.2418 -19.6218
H 19.5408 10.5132 -21.6126
H 18.2715 9.5716 -20.8123
H 19.1823 8.7236 -21.9086
C 24.5600 -0.5962 -5.5496
C 24.8266 0.0310 -6.9031
C 25.6389 -0.8684 -7.8786
O 24.4944 1.2500 -7.1368
H 25.5576 -0.7746 -5.1484
H 24.1254 -1.5954 -5.5223
H 24.0099 0.0807 -4.8960
H 25.4633 -0.4394 -8.8651
H 25.2903 -1.8938 -7.7558
H 26.6666 -0.7837 -7.5251
C 29.7538 6.8366 -3.1029
C 29.7140 6.1242 -4.4009
C 28.4015 6.1180 -5.2604
O 30.6886 5.5774 -4.9115
H 29.7498 7.9103 -3.2906
H 30.7176 6.6582 -2.6261
H 28.8894 6.6621 -2.4623
H 27.6282 5.5947 -4.6980
H 28.5420 5.4790 -6.1322
H 28.1598 7.1247 -5.6012
C 17.1859 1.9105 -9.5688
C 17.7501 0.5603 -9.6537
C 19.0776 0.4491 -10.4138
O 17.3458 -0.3663 -9.0447
H 17.9518 2.6832 -9.5011
H 16.4408 2.0580 -8.7870
H 16.7084 2.2715 -10.4796
H 19.1818 1.0393 -11.3242
H 19.2591 -0.6225 -10.4962
H 19.9337 0.7519 -9.8107
C 25.5407 10.8832 -15.1703
C 25.7394 12.2265 -14.4686
C 25.5017 12.2372 -12.9820
O 25.9706 13.2898 -15.0623
H 25.4280 10.9048 -16.2543
H 24.6778 10.3411 -14.7834
H 26.3596 10.2241 -14.8820
H 24.6689 11.5537 -12.8167
H 25.2100 13.2095 -12.5850
H 26.4306 11.8848 -12.5336
```

Formula: C3H8O
Source: the OMol25 dataset
Level of theory: ωB97M-V with the def2-TZVPD basis set

Calculated values
energy above the lowest of the compared OMol25 structures with the same formula, charge and spin = 149.08 kJ/mol
electronic energy = -5286.6053 eV
E_HOMO = -0.354 Eh
HOMO-LUMO gap = 0.397 Ha

The geometry in XYZ format:
```
12
C3H8O, DFT ωB97M-V with the def2-TZVPD basis set
C 0.5200 0.0851 1.6554
C -0.3778 -0.2392 0.4378
O 0.4127 0.0169 -0.5824
C -0.0321 0.1454 -1.8269
H 1.4238 -0.4121 1.2457
H 0.5498 1.1121 1.9358
H 0.1336 -0.4479 2.5617
H -1.2020 0.4969 0.5841
H -0.8243 -1.2577 0.3428
H -0.7808 0.9236 -1.8249
H 0.7512 0.3914 -2.5187
H -0.5741 -0.8144 -2.0105
```

Formula: C20H25ClGdN11S3
Source: the OMol25 dataset
Level of theory: ωB97M-V with the def2-TZVPD basis set

Calculated values
2S+1 = 8
electronic energy = -103399.7793 eV
E_HOMO (spin up / spin down) = -0.155 / -0.241 Eh
HOMO-LUMO gap (spin up / spin down) = 0.135 / 0.209 Ha

The geometry in XYZ format:
```
61
C20H25ClGdN11S3, DFT ωB97M-V with the def2-TZVPD basis set
Gd -0.1816 -0.3319 0.2638
S 2.3076 0.2605 4.2152
C 1.8386 -0.2385 2.7041
S 2.2914 0.6697 1.3055
S 0.8287 -1.6374 2.4791
C 0.1103 3.2921 3.9414
N -1.2407 3.2052 3.4173
C -2.2714 3.9124 4.1471
C -1.5240 2.2443 2.4966
N -0.6894 1.4004 2.0185
N -2.8389 2.2292 2.0312
C -3.2836 1.6502 0.8683
N -4.6320 1.8036 0.6584
N -2.4962 1.1098 0.0151
H 0.2455 4.2706 4.3944
H 0.8420 3.2000 3.1398
H 0.3143 2.5181 4.6858
H -1.7939 4.5733 4.8667
H -2.9156 3.2294 4.7123
H -2.8792 4.5327 3.4813
H 0.2320 1.4773 2.4526
H -3.5311 2.7059 2.5877
H -5.2442 1.9852 1.4355
H -5.0283 1.2568 -0.0903
H -2.9989 0.7863 -0.8107
N 2.0263 -3.0067 -0.4089
C 2.3275 -2.0970 -1.3384
N 3.3185 -2.3690 -2.1808
C 3.6002 -1.4197 -3.0691
N 4.5822 -1.6604 -3.9500
N 2.9769 -0.2352 -3.1473
C 1.9962 -0.0482 -2.2776
N 1.5955 -0.9535 -1.3706
C 1.3806 1.2849 -2.2481
C 1.8769 2.2930 -3.0798
C 1.4000 3.5782 -2.9373
C 0.4452 3.8279 -1.9555
C -0.0077 2.7712 -1.1901
N 0.4275 1.5205 -1.3264
H 2.6005 -3.8329 -0.3699
H 1.5028 -2.7361 0.4268
H 5.1380 -2.4888 -3.8248
H 4.9036 -0.9019 -4.5245
H 2.6349 2.0332 -3.8005
H 1.7737 4.3797 -3.5554
H 0.0662 4.8216 -1.7843
H -0.7516 2.9214 -0.4160
Cl 0.8722 -7.2709 -1.1207
C 0.0840 -5.7258 -1.0244
C -0.0022 -4.9214 -2.1490
C -0.6249 -3.6919 -2.0645
C -1.1636 -3.2187 -0.8543
C -1.8396 -1.9215 -0.7388
C -1.0677 -4.0758 0.2590
C -0.4525 -5.3056 0.1829
H 0.4066 -5.2629 -3.0890
H -0.6938 -3.0858 -2.9599
H -2.7056 -2.0101 -0.0654
H -2.2059 -1.6044 -1.7243
H -1.4855 -3.7543 1.2055
H -0.3966 -5.9386 1.0550
```

Q: What is the electronic energy in the second record?
A: -63848.7334 eV